Record 1
The following is a DFT calculation (ωB97M-V/def2-TZVPD) of C18H30NO5P2SZr as an isolated structure at a distorted geometry.

The calculation puts the HOMO-LUMO gap at 0.169 hartree. Its total energy is -2261.74220 Eh. As for the energy relative to the best compared isomer or geometry (same formula, charge and spin): 221.7 kJ/mol. As for the LUMO energy: -12.2 eV. As for the multiplicity: 1. The charge is +3.

Structure (XYZ):
```
58
Properties=species:S:1:pos:R:3:lowdin_charge:R:1
O -1.505 1.992 0.611 -0.438
H -0.215 -3.008 2.147 0.122
O 0.093 3.798 1.090 -0.163
H -2.167 -3.956 -0.964 0.087
P -1.617 -2.046 0.424 0.785
H 3.740 2.560 -0.594 0.097
H -0.524 -4.128 0.799 0.122
H -3.254 3.771 1.768 0.118
H 0.917 3.335 -2.027 0.084
O -0.702 0.545 -2.754 -0.172
H 0.987 -0.575 -3.785 -0.021
H 2.351 2.669 -2.940 0.098
H 3.169 1.638 0.891 0.078
H -2.761 -2.112 2.538 0.069
C -2.827 3.781 2.743 -0.035
C 3.521 -2.329 -0.779 0.039
C 1.129 -2.794 0.483 -0.310
H 3.768 0.251 -1.540 0.134
C 1.389 2.426 -2.447 -0.174
H -3.879 -1.880 1.168 0.073
H -4.549 4.883 6.361 0.103
H 2.325 -0.212 -2.374 0.062
C -1.588 3.182 2.949 -0.302
H -1.147 -0.558 -2.818 0.215
H -1.234 3.719 6.310 0.142
H 2.300 3.166 0.388 0.043
H -2.947 5.168 7.102 0.095
H -2.926 -2.432 -1.565 0.076
O 1.562 -1.283 -4.089 -0.034
C -3.463 4.397 3.794 0.001
C 2.543 -1.358 -0.626 -0.274
C 2.093 -3.797 0.402 0.038
H -4.402 4.882 3.670 0.132
H -0.658 0.102 -1.665 0.020
H 4.071 -4.340 -0.270 0.148
N 1.380 -1.563 0.024 -0.034
H -3.592 6.289 5.881 0.105
H 4.426 -2.034 -1.290 0.146
C -1.689 3.753 5.299 0.013
P 1.668 1.398 -0.973 0.810
C 2.875 2.290 0.048 -0.203
C 2.718 -0.047 -1.358 -0.263
C -3.002 -2.432 1.519 -0.209
C -2.012 -2.882 -1.149 -0.216
H -1.182 -2.722 -1.853 0.049
H -3.217 -3.507 1.510 0.088
C -1.018 3.110 4.235 -0.033
H 1.898 -0.631 -4.712 0.071
C -3.527 5.231 6.166 -0.017
S -0.555 2.728 1.600 0.616
C 3.318 -3.568 -0.216 0.050
Zr -0.155 0.203 0.452 1.630
C -0.255 -3.086 1.046 -0.275
H 0.659 1.857 -3.070 0.033
H 1.824 -4.771 0.825 0.149
H -0.064 2.595 4.413 0.122
C -2.889 4.441 5.054 -0.227
O 0.404 1.509 2.092 -0.464
```

***

Record 2
The following is a DFT calculation (ωB97M-V/def2-TZVPD) of C18H31BCeI2N5S5 as an isolated structure.

The calculation puts the HOMO-LUMO gap (spin up / spin down) at 0.195 / 0.188 hartree. Its total energy is -4063.76917 Eh. As for the energy relative to the best compared isomer or geometry (same formula, charge and spin): 46.7 kJ/mol. As for the LUMO energy (spin up / spin down): -11.0 / -11.2 eV. As for the multiplicity: 1. The charge is +3.

Structure (XYZ):
```
63
Properties=species:S:1:pos:R:3:lowdin_charge:R:1
H 4.529 -2.875 0.599 0.098
C 3.038 -3.694 -1.420 0.008
H -3.466 -2.012 -3.847 0.142
C -3.471 2.053 0.052 -0.471
S 2.908 0.249 -0.522 0.690
H 1.627 3.528 -3.990 -0.005
H 3.518 2.623 2.933 0.112
C 2.010 -4.021 -2.246 0.022
C -3.635 1.091 1.214 -0.438
H -3.287 0.132 -5.177 0.090
C -2.635 -0.609 -2.603 -0.112
H -1.904 1.717 3.484 0.081
C -0.477 -3.804 -2.134 0.009
N -1.739 -0.256 -1.971 0.058
H -1.561 4.666 1.210 0.106
H -1.123 -2.954 -1.906 0.054
H -0.442 -3.978 -3.206 0.110
H 4.641 2.333 1.585 0.122
N 2.526 -3.017 -0.346 -0.001
C -0.220 3.270 2.109 -0.469
C 3.165 -0.172 1.122 -0.664
H -4.958 -0.420 -5.060 0.100
C 3.421 -1.308 2.961 -0.002
C -1.193 0.899 3.379 -0.423
N 3.422 0.721 2.120 -0.123
H -4.640 0.668 1.191 0.104
H 3.815 0.510 4.198 0.147
H 1.994 -4.571 -3.165 0.145
H -0.205 3.748 3.091 0.112
C -1.531 3.593 1.410 -0.438
C 3.581 0.029 3.269 0.013
H 3.500 -2.176 3.586 0.144
H -4.168 2.888 0.152 0.111
B 3.390 -2.822 0.944 -0.368
H -3.531 1.596 2.172 0.076
H -1.148 -1.208 2.869 0.058
Ce 0.172 0.308 -0.446 -0.129
H 3.074 -3.642 1.747 0.096
I 1.451 3.554 -1.338 1.017
H 2.911 2.551 1.255 0.022
S 0.072 -2.184 0.580 0.756
C -1.848 -0.370 2.858 -0.469
C 1.207 -2.914 -0.515 -0.648
H -3.695 1.568 -0.900 0.069
H 0.636 3.673 1.562 0.039
C 3.636 2.149 1.964 -0.003
H -4.411 0.920 -4.057 0.086
H 4.086 -3.909 -1.498 0.144
H 3.067 2.697 -3.288 -0.001
S 0.181 1.511 2.343 0.886
C -3.753 -1.050 -3.412 -0.169
H -2.381 3.374 2.053 0.082
H -0.860 -4.692 -1.631 0.121
N 3.183 -1.418 1.641 0.005
H -0.783 0.706 4.372 0.106
I 1.089 0.939 -3.683 1.012
S -1.805 2.729 -0.174 0.808
C 1.991 2.818 -3.252 -0.991
H -4.589 -1.241 -2.732 0.144
S -2.455 -0.295 1.152 0.858
H -2.677 -0.647 3.513 0.113
C -4.117 -0.030 -4.493 -0.051
N 0.868 -3.522 -1.672 -0.101
```

***

Record 3
The following is a DFT calculation (ωB97M-V/def2-TZVPD) of C18H31BF4NO6Tl as an isolated structure at a distorted geometry.

The calculation puts the HOMO-LUMO gap (spin up / spin down) at 0.219 / 0.122 hartree. Its total energy is -1806.90489 Eh. As for the energy relative to the best compared isomer or geometry (same formula, charge and spin): 77.9 kJ/mol. As for the LUMO energy (spin up / spin down): -8.8 / -11.4 eV. As for the multiplicity: 1. The charge is +2.

Structure (XYZ):
```
62
Properties=species:S:1:pos:R:3:lowdin_charge:R:1
H -11.609 -15.753 5.596 0.135
H -8.113 -6.255 2.945 0.136
C -12.428 -5.406 3.859 -0.077
H -8.382 -10.282 1.804 0.128
C -11.338 -10.812 -0.923 -0.186
C -8.346 -8.136 1.809 -0.172
H -8.282 -7.285 1.081 0.154
H -7.892 -9.566 0.228 0.142
H -11.709 -10.612 -1.994 0.162
O -9.321 -7.931 2.837 -0.201
C -13.578 -11.016 -0.154 -0.156
H -16.414 -9.260 2.208 0.152
O -11.342 -6.303 3.575 0.063
C -10.054 -10.026 -0.704 -0.134
H -11.883 -12.656 2.215 0.091
O -12.292 -10.382 0.044 -0.209
H -12.267 -4.803 4.766 0.167
H -7.312 -8.228 2.301 0.165
H -10.026 -5.009 2.648 0.213
H -15.680 -10.640 0.206 0.178
C -10.888 -15.168 5.041 0.003
H -9.851 -5.050 4.367 0.153
Tl -11.831 -9.794 3.211 1.164
H -15.871 -7.352 3.511 0.128
H -15.837 -7.888 1.224 0.162
F -13.642 -12.647 2.602 -0.007
C -10.444 -13.465 3.426 -0.223
H -12.425 -14.034 4.033 0.128
H -10.169 -9.039 -1.221 0.149
H -7.558 -14.482 4.935 0.119
F -13.913 -11.130 4.320 -0.019
C -15.049 -7.983 3.203 -0.166
O -13.838 -7.183 2.961 -0.183
C -13.775 -6.140 4.017 -0.117
H -8.567 -6.949 4.518 0.161
F -15.757 -12.245 3.415 0.197
C -14.682 -10.036 0.156 -0.169
F -14.293 -13.339 4.753 0.128
H -14.630 -5.434 3.936 0.156
H -13.754 -6.614 5.017 0.148
H -8.414 -12.720 3.393 0.128
H -14.833 -8.737 4.008 0.135
H -14.786 -9.209 -0.562 0.139
H -10.272 -12.208 1.774 0.109
O -14.432 -9.509 1.441 -0.202
C -9.521 -15.299 5.342 0.032
B -14.464 -12.334 3.800 -1.231
N -10.902 -12.511 2.505 0.175
H -12.469 -4.574 3.056 0.207
H -9.241 -16.024 6.101 0.135
C -8.579 -9.452 1.082 -0.218
C -9.075 -13.513 3.780 0.026
O -9.890 -9.625 0.678 -0.232
H -13.635 -11.920 0.497 0.127
C -15.481 -8.715 1.949 -0.191
C -10.037 -5.719 3.552 -0.084
C -8.603 -14.448 4.704 -0.009
H -13.669 -11.269 -1.228 0.137
C -8.930 -6.715 3.504 -0.151
C -11.339 -14.262 4.117 0.038
H -9.162 -10.594 -1.031 0.137
H -11.191 -11.899 -0.806 0.129
```

***

> What is the formula in the first record?

C18H30NO5P2SZr